# C5H11ClIrNTb

C5H11ClIrNTb as an isolated structure (wB97M-V/def2-TZVPD, the OMol25 dataset).

Last column: Mulliken spin population.
Element x y z (Å)
Tb 0.150 -0.180 2.315  7.94
Cl -0.284 1.899 1.043  -0.03
C -1.944 -0.920 2.855  -0.03
H -1.954 -1.753 3.569  0.00
H -2.387 -1.384 1.946  0.00
H -2.756 -0.268 3.208  0.00
Ir 0.467 0.097 -2.016  1.01
C -1.456 0.667 -2.046  0.21
C 2.031 1.197 -1.417  0.21
C 0.859 -1.522 -2.811  0.50
H 2.543 0.604 -0.631  0.00
H 2.715 1.347 -2.281  0.01
H 1.693 2.166 -1.007  -0.01
H -2.009 -0.086 -1.450  0.01
H -1.569 1.668 -1.594  -0.01
H -1.817 0.659 -3.097  0.01
H 0.084 -2.190 -3.265  0.05
H 1.900 -1.913 -2.934  0.05
N 2.252 -0.041 5.245  0.01
C 1.481 -0.046 4.368  0.08

Properties
* gap between HOMO and LUMO (alpha / beta): 4.4 / 5.4 eV
* spin multiplicity: 11
* HOMO (alpha / beta): -2.071 / -3.492 eV
* net charge: -1
* <S²>: 30.062